The following is a DFT calculation (ωB97M-V with the def2-TZVPD basis set) of C30H32ClF5N3NaO6S as an isolated structure in a non-equilibrium geometry.

## Properties
LUMO, eV: 3.675
Total energy, eV: -89747.453
Gap between HOMO and LUMO, eV: 4.771
2S+1: 1
Highest occupied orbital energy, eV: -1.10
Charge: -2

```
79
Properties=species:S:1:pos:R:3:lowdin_charge:R:1
H 2.0377 -3.8592 -6.6420 0.0969
C 2.6126 -0.3458 3.8370 -0.0939
H 0.8461 -3.1270 -3.5683 0.1041
C 0.6118 1.0039 4.0589 -0.2524
C 4.9214 0.9133 -3.6341 0.0208
C 1.2597 -2.2104 -3.1887 0.0216
N 1.9332 0.9104 3.5583 -0.2538
N -0.3537 2.2649 2.2330 0.0355
H 2.2845 -1.4390 -5.9993 0.1460
C -6.9487 -0.2349 2.5091 -0.2809
C -1.0356 3.2557 1.6492 -0.1935
H 2.7863 -0.5039 4.8993 0.0556
C -0.2128 -3.8280 1.4775 -0.4924
C -2.2498 5.3633 0.1266 -0.0188
H 0.1222 3.1102 4.1864 0.0977
H 4.3959 -3.0469 -4.7177 0.1239
H 3.0696 1.4923 -0.8265 0.1214
C -5.8659 0.7986 2.2471 -0.3326
C -1.3481 4.5602 2.2295 -0.1496
H -4.4256 -2.3556 2.8489 0.0673
H -1.2464 1.9588 4.1705 0.1143
H -5.9518 1.7796 2.8002 0.0953
H 2.3846 2.2350 1.8661 0.0695
H -6.6537 -1.8615 1.0312 0.1133
H 1.9501 -1.1513 3.5387 0.0622
C -6.4166 -1.5672 2.0738 -0.2551
C 4.2520 -0.1984 -4.1925 -0.1350
O -2.1179 -3.0652 2.5780 -0.0743
O -1.4514 -1.2922 -0.9876 -0.0201
F -1.2429 1.8985 -0.3242 0.0656
C -1.8337 5.5908 1.4486 -0.2662
H 3.5916 -0.4184 3.3177 0.0801
H 0.0549 0.0790 3.8429 0.0987
H -0.9387 -4.2618 0.7518 0.0650
Cl 0.1883 -5.1473 2.6540 0.4536
C -0.6220 -2.0797 -1.5172 -0.6667
H 0.6996 -3.3038 -5.5336 0.0888
F 5.1561 2.6250 -2.0122 0.0423
C 2.5727 0.0728 -2.2918 -0.0265
H -2.7598 6.1524 -0.4165 0.0972
C 3.3806 1.0885 -1.7700 0.0675
H -5.6537 0.9957 1.1746 0.1080
C 4.7132 -0.9566 -5.3828 -0.1641
H -7.8903 -0.0143 1.9829 0.1097
N 2.3325 -1.7141 -3.9069 -0.0110
Na -1.0146 0.0743 1.0758 0.2869
C 2.9991 -0.5925 -3.5108 -0.0675
C 1.7847 -3.4875 -5.6050 -0.0648
C -0.9491 -2.7053 2.2632 -0.7216
F -2.0376 6.8010 1.9997 0.0453
O -0.7378 -3.3128 -1.5419 -0.0368
F -2.2482 3.9758 -1.8133 0.0425
C 2.5820 -2.2291 -5.3071 -0.3096
C 2.6775 1.9929 2.9195 -0.0953
C 1.3702 -0.4190 -1.5629 -0.2965
S -4.3348 0.0244 2.9123 0.9590
H 4.4295 -0.3926 -6.3142 0.1320
H -7.1675 -0.2081 3.5558 0.0933
C -4.8897 -1.5889 2.2306 -0.2977
O -3.1277 0.3684 2.0943 -0.5140
C 4.0896 -2.3454 -5.4847 -0.1624
H -6.9060 -2.3769 2.6561 0.1072
O -0.2471 -1.6586 2.4077 -0.0785
C 0.6669 -1.5823 -2.1277 -0.0087
H 1.9918 -4.2936 -4.9234 0.0786
H -4.4205 -1.6616 1.2320 0.1110
C 4.4562 1.5782 -2.4908 -0.2758
H 0.7388 -3.5685 0.9805 0.0673
H 4.3334 -2.8350 -6.4370 0.1138
H 5.8008 -1.0422 -5.3410 0.1120
C -2.0087 4.1230 -0.4824 -0.2303
O 1.1618 0.0611 -0.4659 0.0917
H 2.5257 2.9448 3.4522 0.0668
C -0.2578 2.1731 3.7084 -0.2377
H 5.8588 1.2731 -4.0787 0.1178
H 0.7194 1.0591 5.1580 0.1051
F -1.0773 4.8445 3.5278 0.0312
C -1.4321 3.0918 0.2644 -0.1541
H 3.7322 1.7484 2.8681 0.0551
```



The following is a DFT calculation (ωB97M-V with the def2-TZVPD basis set) of C30H32ClN3PtSSi2 as an isolated structure in a non-equilibrium geometry.

## Properties
LUMO (spin up / spin down), eV: -0.341 / -0.382
Total energy, eV: -78456.290
Gap between HOMO and LUMO (spin up / spin down), eV: 5.195 / 6.550
2S+1: 3
Highest occupied orbital energy (spin up / spin down), eV: -5.54 / -6.93

```
70
Properties=species:S:1:pos:R:3:nbo_charge:R:1
H -1.9568 -4.8774 -0.6861 0.2091
C -0.5462 3.4612 -0.9496 -0.2186
C 1.6919 -1.2109 -4.2429 -0.5216
C 0.1397 -2.7539 0.9634 -0.2405
C 0.8223 -1.3302 -5.3474 -0.1288
C 1.6023 -0.1739 6.1788 0.2598
C -1.4868 -1.5099 -0.3286 -0.2422
H 0.9591 -2.7696 1.6872 0.2132
C 0.0036 1.8034 -3.9064 -0.1938
H -1.1157 -2.9302 3.7084 0.2390
C -0.3641 -1.5250 0.5103 -0.3716
C 1.7571 2.7002 -5.3229 -0.1307
N 0.8105 0.9368 6.2140 -0.4485
Cl 2.9000 0.4918 -1.6662 -0.3670
H -1.3188 0.1405 6.8100 0.2139
H 0.5798 -0.4586 -5.9634 0.2111
H -2.2560 1.3991 1.8605 0.2025
C 1.5630 -3.6174 -3.9187 -0.2108
H -1.0934 4.5915 -5.5546 0.2165
H -0.0601 4.0343 -1.7343 0.2133
C -0.8763 -1.6499 5.5566 -0.2954
C 0.0825 2.3286 -0.4450 -0.2222
H 1.8586 0.1327 0.8588 -0.1852
C 2.1361 -2.3821 -3.6044 -0.1830
C 1.3295 1.7672 -4.3537 -0.5268
C -0.4177 -3.9524 0.5143 -0.2090
Si 2.4051 0.4089 -3.6816 1.3850
H -0.4850 -2.6463 -6.4680 0.2140
C 0.6025 -3.7160 -4.9346 -0.1988
S 1.6150 -1.1910 4.8417 -0.0560
C -1.9212 0.2188 4.6548 -0.3715
C -1.9238 -0.8273 3.6372 -0.3747
H 1.8666 -4.5104 -3.3659 0.2161
H 2.7667 2.6287 -5.7338 0.2106
H 2.9327 -2.3242 -2.8585 0.2200
C -1.2111 -1.9596 4.1973 -0.3122
H -2.5037 -0.8170 2.7155 0.2487
H -1.9304 -0.5555 -0.6308 0.2137
H -1.8669 2.8681 -3.9183 0.2198
H 2.2288 0.1662 8.1158 0.3925
C -1.7719 1.9571 1.0565 -0.1512
H 2.9125 -1.2189 7.3360 0.4254
Si 0.4087 0.0569 1.1710 0.9266
Pt 0.1641 0.0030 3.4421 0.4339
N 0.4364 1.4629 4.9248 -0.6638
H -0.5482 -2.3622 6.3164 0.2217
H 0.1385 -4.6823 -5.1622 0.2154
C -1.7971 3.8479 -0.4797 -0.2197
C 0.8873 3.7091 -5.7526 -0.2385
H -0.4048 2.0380 5.0735 0.4033
N 2.2823 -0.4369 7.2963 -0.7886
C -0.4183 3.7857 -5.2461 -0.2069
H 1.2199 4.4547 -6.4817 0.2147
C -0.8562 2.8224 -4.3281 -0.2030
C -2.0558 -2.7165 -0.7503 -0.2150
H -3.3759 3.3927 0.9070 0.2047
C -1.2913 -0.3105 5.8167 -0.3302
C -1.5201 -3.9402 -0.3425 -0.2315
H 0.0064 -4.9011 0.8463 0.2052
H -2.2980 4.7191 -0.9050 0.2083
C 0.2493 -2.5709 -5.6602 -0.2386
C -0.5359 1.5578 0.5525 -0.4825
H 1.0593 2.0218 -0.8238 0.2239
H -2.9272 -2.6954 -1.4011 0.2066
H 1.0365 1.6552 6.9054 0.3817
C -2.4022 3.0962 0.5275 -0.2410
H 3.7707 0.5388 -4.2448 -0.1932
H -0.3628 1.0431 -3.2099 0.2265
H 1.1609 2.1288 4.6315 0.3927
H -2.4865 1.1543 4.5754 0.2232
```